Entry 1:
{
  "formula": "C14H18ClN3OS",
  "method": "ωB97M-V with the def2-TZVPD basis set",
  "elements": ["C", "C", "C", "C", "O", "C", "C", "C", "C", "Cl", "C", "C", "C", "S", "C", "N", "N", "C", "C", "N", "H", "H", "H", "H", "H", "H", "H", "H", "H", "H", "H", "H", "H", "H", "H", "H", "H", "H"],
  "xyz": [[-3.34974, -0.95956, -1.64771], [-3.09215, -0.06670, -0.51959], [-2.47477, 1.38237, -0.91545], [-2.29638, 2.11386, 0.32231], [-1.31061, 1.42540, 1.01589], [-0.09775, 1.56407, 0.81954], [0.35115, 2.25294, -0.14752], [1.76664, 2.38628, -0.75560], [2.61017, 1.65269, 0.04467], [4.35654, 1.39799, -0.26994], [2.24663, 0.85971, 1.22082], [0.80189, 1.10352, 1.56571], [0.24547, 0.14169, 2.54989], [-0.69390, -1.33379, 1.84255], [0.36571, -1.96995, 0.92675], [0.10019, -2.67687, -0.26976], [1.19997, -2.87466, -0.82954], [2.36625, -2.30741, -0.19458], [3.64380, -2.55619, -0.57549], [1.75084, -1.81566, 1.07588], [-3.97966, -0.28264, -2.45334], [-2.40074, -1.17213, -2.33797], [-3.86365, -1.88084, -1.17989], [-4.24350, -0.02086, -0.07491], [-2.63843, -0.61714, 0.21944], [-3.34348, 1.81774, -1.67033], [-1.66994, 1.16252, -1.40980], [-2.07533, 3.14001, 0.13901], [-3.22312, 2.27522, 0.94443], [-0.30468, 2.92744, -0.81773], [2.18495, 3.08523, -1.51509], [2.97938, 0.34558, 1.81034], [1.18444, -0.58710, 3.10466], [-0.31145, 0.67254, 3.34410], [1.24578, -3.11713, -2.04551], [3.97860, -1.47913, -0.58824], [3.80761, -3.11163, -1.27220], [4.18328, -2.87740, 0.54416]],
  "nbo_charge": [-0.604, -0.391, -0.404, -0.081, -0.460, 0.178, -0.198, -0.242, -0.047, -0.072, -0.147, -0.066, -0.517, 0.388, -0.029, -0.294, -0.298, 0.315, -0.641, -0.510, 0.185, 0.198, 0.228, 0.170, 0.219, 0.202, 0.203, 0.184, 0.206, 0.207, 0.253, 0.252, 0.253, 0.246, 0.408, 0.265, 0.206, 0.234],
  "charge": 0,
  "multiplicity": 1,
  "homo_energy_ev": -7.48,
  "lumo_energy_ev": 0.45
}

---

Entry 2:
{
  "formula": "C14H18F3IN6O7Ti",
  "method": "ωB97M-V with the def2-TZVPD basis set",
  "elements": ["Ti", "N", "N", "C", "N", "N", "N", "O", "O", "H", "H", "H", "H", "H", "F", "C", "F", "F", "C", "O", "O", "C", "N", "C", "C", "C", "O", "H", "H", "H", "H", "H", "H", "H", "H", "H", "I", "C", "C", "C", "C", "C", "C", "C", "O", "O", "H", "H", "H", "H"],
  "xyz": [[-0.51924, -0.65818, 0.06026], [-3.86830, 0.41325, 1.52295], [-4.36057, -0.81111, 1.07246], [-3.54924, -1.83801, 0.81754], [-4.08049, -2.95315, 0.31881], [-2.24779, -1.68977, 1.14677], [-1.37707, -2.59555, 0.59832], [-0.13308, -2.27299, 1.03396], [-1.58287, -3.62206, -0.00211], [-4.42349, 0.71251, 2.31248], [-3.92995, 1.07842, 0.75626], [-5.32050, -0.87732, 0.76876], [-5.05603, -2.98226, 0.07580], [-3.46918, -3.68385, -0.00851], [-0.96006, 1.18453, -3.35950], [-1.35457, 1.90996, -2.31130], [-1.77367, 3.08985, -2.73475], [-0.26626, 2.10514, -1.51096], [-2.42358, 1.17467, -1.47035], [-3.50552, 1.66161, -1.26023], [-2.01922, 0.03751, -0.98943], [1.49428, 2.75895, 3.72257], [0.57600, 2.30428, 2.67095], [-0.05510, 3.35327, 1.86732], [0.34001, 1.03070, 2.44259], [0.96398, -0.05676, 3.25022], [-0.44736, 0.69728, 1.50530], [1.65742, 3.82235, 3.57876], [2.45197, 2.25090, 3.64191], [1.06221, 2.59904, 4.70944], [-0.47235, 4.09726, 2.54351], [-0.83967, 2.92804, 1.25318], [0.69704, 3.81891, 1.23064], [1.50923, 0.29056, 4.12095], [1.63876, -0.62110, 2.60292], [0.17055, -0.73690, 3.55849], [6.33195, -1.74450, -5.17433], [4.70185, -1.49979, -3.92546], [4.83141, -0.74272, -2.76475], [3.73759, -0.57670, -1.93624], [2.52320, -1.17016, -2.27243], [2.39651, -1.93040, -3.43422], [3.48997, -2.09492, -4.26405], [1.36441, -1.00273, -1.40377], [0.23148, -1.51565, -1.64992], [1.41987, -0.29905, -0.31773], [5.78143, -0.29146, -2.51663], [3.81495, 0.01127, -1.03255], [1.44456, -2.38172, -3.67639], [3.40457, -2.68145, -5.16755]],
  "nbo_charge": [1.566, -0.636, -0.387, 0.645, -0.755, -0.396, 0.506, -0.454, -0.332, 0.370, 0.397, 0.391, 0.415, 0.448, -0.300, 0.885, -0.287, -0.329, 0.714, -0.576, -0.743, -0.419, -0.350, -0.418, 0.736, -0.713, -0.683, 0.231, 0.222, 0.221, 0.218, 0.241, 0.222, 0.239, 0.267, 0.264, 0.214, -0.122, -0.253, -0.122, -0.215, -0.116, -0.250, 0.819, -0.642, -0.681, 0.236, 0.234, 0.242, 0.238],
  "charge": 1,
  "multiplicity": 2,
  "homo_energy_ev": [-11.06, -11.07],
  "s2": 0.76,
  "lumo_energy_ev": [-4.01, -4.26]
}

---

Entry 3:
{
  "formula": "C14H18N2O2S",
  "method": "ωB97M-V with the def2-TZVPD basis set",
  "elements": ["C", "S", "C", "C", "C", "C", "O", "N", "C", "C", "O", "N", "C", "C", "C", "C", "C", "C", "C", "H", "H", "H", "H", "H", "H", "H", "H", "H", "H", "H", "H", "H", "H", "H", "H", "H", "H"],
  "xyz": [[-1.62156, -2.79099, 2.39089], [-2.00363, -1.83324, 0.84048], [-0.85689, -0.46673, 0.94679], [0.53336, -0.55390, 0.89522], [1.33993, -1.82872, 0.70545], [2.07092, -1.64694, -0.61704], [3.28007, -1.34374, -0.71920], [1.28364, -1.58315, -1.75897], [1.44666, -0.69689, -2.94933], [0.04639, -0.58422, -3.58094], [-0.89719, -1.58843, -3.06848], [0.93405, 0.74989, 0.91298], [2.24435, 1.19982, 0.53446], [-0.13658, 1.69462, 1.09198], [-0.16649, 3.07095, 1.24802], [-1.45982, 3.75636, 1.44048], [-2.56532, 2.96198, 1.51677], [-2.52560, 1.51886, 1.27430], [-1.24762, 0.93527, 1.13090], [-0.52643, -2.73432, 2.59280], [-1.87255, -3.82264, 2.23794], [-2.23523, -2.34849, 3.17774], [0.71479, -2.67100, 0.70963], [2.10325, -2.08604, 1.42479], [0.30757, -2.05841, -1.76390], [1.81945, 0.25586, -2.67178], [2.12767, -1.14731, -3.70351], [0.15110, -0.57278, -4.67300], [-0.52479, 0.39809, -3.36613], [-1.76066, -1.31058, -3.28915], [3.01203, 0.68942, 1.12941], [2.25317, 2.32848, 0.76722], [2.49973, 1.08213, -0.54184], [0.61916, 3.84220, 1.29568], [-1.53070, 4.85114, 1.60980], [-3.45991, 3.41166, 1.52018], [-3.39633, 0.92177, 1.30933]],
  "nbo_charge": [-0.714, 0.186, -0.266, 0.226, -0.537, 0.687, -0.629, -0.656, -0.227, -0.072, -0.739, -0.361, -0.404, 0.119, -0.238, -0.214, -0.227, -0.176, -0.088, 0.215, 0.220, 0.221, 0.252, 0.251, 0.437, 0.211, 0.198, 0.177, 0.169, 0.484, 0.219, 0.209, 0.204, 0.225, 0.220, 0.198, 0.220],
  "charge": 0,
  "multiplicity": 1,
  "homo_energy_ev": -7.45,
  "lumo_energy_ev": 0.58
}

---

Entry 4:
{
  "formula": "C14H18N2O5",
  "method": "ωB97M-V with the def2-TZVPD basis set",
  "elements": ["C", "O", "C", "O", "C", "C", "C", "C", "C", "C", "C", "C", "N", "C", "O", "C", "N", "C", "C", "O", "O", "H", "H", "H", "H", "H", "H", "H", "H", "H", "H", "H", "H", "H", "H", "H", "H", "H", "H"],
  "xyz": [[-2.47451, -2.89732, -1.94638], [-1.28200, -2.70716, -1.19380], [-0.49492, -1.70156, -1.55926], [-0.68694, -0.98855, -2.50950], [0.70945, -1.56919, -0.63469], [0.29405, -1.64483, 0.84514], [-0.92339, -0.84637, 1.21957], [-1.69596, -1.27143, 2.29656], [-2.80800, -0.55750, 2.70275], [-3.17283, 0.60060, 2.03581], [-2.41435, 1.03238, 0.96168], [-1.29897, 0.31518, 0.55584], [1.38786, -0.34063, -0.97862], [2.49487, 0.11353, -0.37107], [3.03289, -0.42744, 0.57439], [3.01888, 1.44695, -0.93194], [2.40755, 1.77755, -2.19769], [2.80846, 2.51355, 0.18648], [1.33211, 2.61881, 0.45191], [0.52324, 3.01107, -0.35506], [0.98713, 2.18006, 1.65865], [-3.26403, -2.25926, -1.54479], [-2.30581, -2.64401, -2.99454], [-2.74767, -3.94439, -1.83878], [1.37654, -2.42252, -0.83308], [1.14923, -1.30114, 1.43509], [0.11975, -2.69260, 1.09603], [-1.42107, -2.17517, 2.82114], [-3.39615, -0.90789, 3.53860], [-4.04436, 1.15606, 2.34849], [-2.68562, 1.93223, 0.42887], [-0.73196, 0.67349, -0.28886], [1.09397, 0.10716, -1.84050], [4.09721, 1.32197, -1.07593], [2.97978, 2.43827, -2.71043], [1.50341, 2.21876, -2.04486], [3.18771, 3.47581, -0.16039], [3.32462, 2.20156, 1.09193], [0.01983, 2.16399, 1.76126]],
  "nbo_charge": [-0.265, -0.503, 0.808, -0.604, -0.133, -0.434, -0.029, -0.204, -0.204, -0.226, -0.236, -0.201, -0.639, 0.671, -0.640, -0.117, -0.854, -0.525, 0.801, -0.629, -0.670, 0.195, 0.207, 0.197, 0.233, 0.269, 0.225, 0.209, 0.213, 0.214, 0.221, 0.219, 0.449, 0.225, 0.372, 0.388, 0.236, 0.252, 0.508],
  "charge": 0,
  "multiplicity": 1,
  "homo_energy_ev": -9.11,
  "lumo_energy_ev": 0.75
}

---

Relative energy (zero: lowest compared OMol25 entry of this formula, charge and spin) in kcal per mole, matching the order above: 269.7, 36.7, 75.2, 8.5
F_max in eV/Å, matching the order above: 14.532, 1.691, 4.756, 0.615